# 1
{
  "formula": "C28H32Cl2O2SiV",
  "method": "ωB97M-V/def2-TZVPD",
  "orbital_gap_ha": [0.1636, 0.1258],
  "charge": -2,
  "e_homo_ev": [0.32, 1.40],
  "spin_multiplicity": 2,
  "lumo_energy_ha": [0.175, 0.177],
  "symbols": ["C", "C", "C", "C", "C", "C", "C", "C", "C", "C", "V", "Cl", "Cl", "O", "H", "H", "H", "H", "H", "H", "H", "H", "H", "H", "H", "H", "H", "H", "H", "H", "O", "H", "C", "C", "C", "C", "C", "C", "Si", "C", "C", "C", "C", "C", "C", "C", "C", "C", "C", "C", "C", "H", "H", "H", "H", "H", "H", "H", "H", "H", "H", "H", "H", "H", "H", "H"],
  "positions_angstrom": [[0.3419, -1.2867, -2.4830], [1.1826, -0.1297, -2.6432], [0.3547, 1.0366, -2.5268], [2.6276, -0.1611, -2.9830], [-0.9889, 0.6083, -2.2488], [-1.0163, -0.8203, -2.3902], [-2.2342, -1.6610, -2.4923], [0.7748, -2.7073, -2.4836], [0.7705, 2.4442, -2.7373], [-2.1645, 1.4855, -1.9985], [0.1924, -0.1805, -0.5555], [2.0261, 1.1468, -0.0323], [1.3309, -1.2770, 1.8764], [-0.4926, 0.7681, 1.5013], [3.0309, -1.1642, -2.8220], [3.1956, 0.5421, -2.3673], [2.7850, 0.0936, -4.0390], [1.6895, 2.6715, -2.1908], [-0.0089, 3.1309, -2.3995], [0.9497, 2.6513, -3.8006], [-1.8835, 2.3693, -1.4170], [-2.9405, 0.9473, -1.4470], [-2.6081, 1.8365, -2.9363], [-3.1205, -1.1120, -2.1594], [-2.1341, -2.5808, -1.9072], [-2.4071, -1.9517, -3.5370], [1.7991, -2.8053, -2.1164], [0.7418, -3.1236, -3.4950], [0.1174, -3.3099, -1.8498], [-0.9224, 1.6415, 1.4751], [-0.9876, -1.5252, 0.0753], [-1.6750, -1.2805, 0.7238], [-0.3635, 4.8154, 4.1548], [0.4779, 4.4834, 3.0904], [0.7061, 3.1355, 2.7688], [0.1369, 2.1288, 3.5495], [-0.6511, 2.4555, 4.6479], [-0.9226, 3.8038, 4.9358], [0.2482, 0.2544, 3.0077], [1.7778, 0.1867, 4.2095], [3.0043, 0.7370, 3.8224], [4.1669, 0.4636, 4.5574], [4.0892, -0.3619, 5.6888], [2.8456, -0.8240, 6.1222], [1.6790, -0.5073, 5.4094], [-1.1184, -0.8111, 3.7566], [-0.9474, -2.1818, 4.0298], [-2.0500, -3.0032, 4.2998], [-3.3324, -2.4578, 4.4287], [-3.4998, -1.0832, 4.2345], [-2.4040, -0.2732, 3.9007], [-0.6013, 5.8610, 4.3565], [0.9573, 5.2614, 2.4977], [1.3333, 2.8810, 1.9059], [-1.0523, 1.6670, 5.2923], [-1.5738, 4.0410, 5.7747], [3.0563, 1.3731, 2.9390], [5.1203, 0.8931, 4.2482], [5.0000, -0.6099, 6.2393], [2.7700, -1.4202, 7.0309], [0.6926, -0.7946, 5.7932], [0.0534, -2.6234, 4.0349], [-1.9021, -4.0767, 4.4386], [-4.1907, -3.0871, 4.6886], [-4.4862, -0.6302, 4.3433], [-2.5569, 0.7997, 3.7709]],
  "mulliken_charge": [0.81, 0.52, 0.94, -1.58, 1.24, 0.76, -1.61, -2.13, -1.56, -2.13, 0.03, -0.65, -0.49, -0.14, 0.33, 0.25, 0.29, 0.30, 0.34, 0.25, 0.38, 0.45, 0.27, 0.35, 0.28, 0.26, 0.42, 0.28, 0.31, 0.09, -0.59, 0.00, -0.54, -0.62, 0.23, 0.06, -0.41, -0.77, 1.21, 0.46, -0.32, -0.66, -0.51, -0.66, -0.39, 0.31, -0.41, -0.82, -0.40, -0.71, -0.21, 0.33, 0.41, 0.10, 0.43, 0.37, 0.20, 0.37, 0.32, 0.34, 0.32, 0.32, 0.33, 0.32, 0.34, 0.37]
}


# 2
{
  "formula": "C28H32Cl2O3SiTi",
  "method": "ωB97M-V/def2-TZVPD",
  "de_lowest_kj_mol": 0.0,
  "orbital_gap_ha": 0.1057,
  "charge": -2,
  "e_homo_ev": 0.86,
  "spin_multiplicity": 1,
  "lumo_energy_ha": 0.137,
  "symbols": ["C", "C", "C", "C", "C", "C", "C", "C", "C", "C", "Ti", "Cl", "Cl", "O", "H", "H", "H", "H", "H", "H", "H", "H", "H", "H", "H", "H", "H", "H", "H", "H", "O", "H", "O", "Si", "C", "C", "C", "C", "C", "C", "C", "C", "C", "C", "C", "C", "C", "C", "C", "C", "C", "C", "H", "H", "H", "H", "H", "H", "H", "H", "H", "H", "H", "H", "H", "H", "H"],
  "positions_angstrom": [[3.3308, -3.2182, -1.6814], [4.2696, -2.3250, -1.1024], [4.2346, -1.1094, -1.8367], [5.1404, -2.6357, 0.0423], [3.3372, -1.2838, -2.9276], [2.7741, -2.5863, -2.8289], [1.7241, -3.1405, -3.7074], [2.9989, -4.5496, -1.1429], [4.9986, 0.1073, -1.5117], [3.0551, -0.2856, -3.9735], [-0.6370, -1.2311, -0.7174], [3.3705, -0.9789, 2.3065], [-0.0998, -2.8038, 0.7834], [0.7944, -0.5353, -1.5876], [4.6181, -3.3008, 0.7396], [5.3749, -1.7278, 0.6059], [6.0712, -3.1287, -0.2836], [4.9114, 0.3176, -0.4369], [4.6253, 0.9685, -2.0759], [6.0657, -0.0183, -1.7445], [2.8632, 0.7023, -3.5314], [2.1840, -0.5770, -4.5699], [3.9095, -0.1724, -4.6604], [1.8302, -2.7610, -4.7317], [0.7207, -2.8610, -3.3495], [1.7824, -4.2338, -3.7417], [2.6782, -4.4598, -0.0961], [3.8723, -5.2180, -1.1677], [2.1938, -5.0186, -1.7173], [0.9674, 0.4346, -1.6380], [-1.6186, -2.0119, -1.9314], [-2.1377, -2.8047, -2.1835], [-1.4021, 0.2123, 0.0429], [-2.2517, 1.2499, 1.0327], [-3.5024, 0.1848, 1.9053], [-3.2919, -0.2615, 3.2196], [-4.1389, -1.2178, 3.7971], [-5.2099, -1.7463, 3.0658], [-5.4427, -1.2778, 1.7653], [-4.6079, -0.3048, 1.1998], [-1.0821, 1.9125, 2.3154], [0.2920, 1.6807, 2.2191], [1.1690, 2.2676, 3.1416], [0.6776, 3.0687, 4.1785], [-0.7050, 3.2266, 4.3261], [-1.5808, 2.6440, 3.4021], [-2.8939, 2.6796, 0.0249], [-2.7826, 4.0174, 0.4465], [-3.0970, 5.0782, -0.4155], [-3.5568, 4.8244, -1.7118], [-3.7388, 3.4958, -2.1169], [-3.4236, 2.4350, -1.2528], [-2.4461, 0.1224, 3.7952], [-3.9470, -1.5673, 4.8146], [-5.8570, -2.5129, 3.5077], [-6.2699, -1.6915, 1.1866], [-4.8135, 0.0640, 0.1925], [0.7099, 1.0164, 1.4495], [2.2363, 2.0567, 3.0467], [1.3687, 3.5499, 4.8796], [-1.1117, 3.7970, 5.1584], [-2.6617, 2.7554, 3.5369], [-2.4149, 4.2376, 1.4481], [-2.9651, 6.1089, -0.0835], [-3.7788, 5.6483, -2.3976], [-4.1075, 3.2857, -3.1239], [-3.5758, 1.4067, -1.5972]],
  "mulliken_charge": [0.71, 0.65, 0.59, -1.64, 0.35, 0.14, -1.36, -1.66, -1.72, -1.65, 1.15, -0.92, -0.48, -0.54, 0.31, 0.36, 0.27, 0.31, 0.39, 0.25, 0.30, 0.42, 0.27, 0.40, -0.04, 0.48, 0.28, 0.27, 0.35, 0.19, -0.75, 0.24, 0.98, -0.91, 0.59, -0.15, -0.65, -0.40, -0.65, -0.23, 0.33, -0.66, -0.55, -0.46, -0.77, 0.08, 0.71, -0.27, -0.61, -0.40, -0.67, -0.26, 0.31, 0.35, 0.34, 0.36, 0.19, 0.39, 0.38, 0.35, 0.35, 0.48, 0.31, 0.36, 0.34, 0.35, 0.20]
}


# 3
{
  "formula": "C28H32FN4O3S2",
  "method": "ωB97M-V/def2-TZVPD",
  "de_lowest_kj_mol": 14.4,
  "orbital_gap_ha": 0.3016,
  "smiles": "CCN(Cc1ccccc1)S(=O)(=O)c1ccc(C(=O)N(CCC[NH+](C)C)c2nc3ccc(F)cc3s2)cc1",
  "charge": 1,
  "e_homo_ev": -10.92,
  "spin_multiplicity": 1,
  "lumo_energy_ha": -0.100,
  "symbols": ["C", "C", "N", "C", "C", "C", "C", "C", "C", "C", "S", "O", "O", "C", "C", "C", "C", "C", "O", "N", "C", "C", "C", "N", "C", "C", "C", "N", "C", "C", "C", "C", "F", "C", "C", "S", "C", "C", "H", "H", "H", "H", "H", "H", "H", "H", "H", "H", "H", "H", "H", "H", "H", "H", "H", "H", "H", "H", "H", "H", "H", "H", "H", "H", "H", "H", "H", "H", "H", "H"],
  "positions_angstrom": [[-5.3270, 1.4046, -2.8096], [-4.6530, 0.1405, -2.2889], [-3.2644, 0.3263, -1.9125], [-2.9155, 0.7942, -0.5873], [-3.5952, 2.0598, -0.1315], [-4.5872, 2.0143, 0.8393], [-5.2013, 3.1778, 1.2702], [-4.8299, 4.3966, 0.7292], [-3.8458, 4.4481, -0.2454], [-3.2273, 3.2866, -0.6732], [-2.1748, 0.6340, -3.1182], [-2.6607, 0.0453, -4.3238], [-1.7197, 1.9951, -3.1443], [-0.7675, -0.3249, -2.5056], [0.5069, 0.1800, -2.6797], [1.5865, -0.4655, -2.1025], [1.3666, -1.5904, -1.3151], [2.4702, -2.1736, -0.5270], [3.5203, -2.5997, -1.0068], [2.2479, -2.2160, 0.8180], [3.0614, -3.0396, 1.6993], [4.2069, -2.2640, 2.3749], [5.5729, -2.4729, 1.7232], [5.6643, -1.9936, 0.3270], [5.6369, -0.5272, 0.2341], [6.8575, -2.5311, -0.3419], [1.2830, -1.3867, 1.3772], [1.1769, -0.1521, 1.0543], [0.1209, 0.4476, 1.6726], [-0.2732, 1.7752, 1.5130], [-1.3668, 2.2361, 2.2102], [-2.0580, 1.3755, 3.0619], [-3.1166, 1.8475, 3.7286], [-1.7000, 0.0537, 3.2503], [-0.6026, -0.4009, 2.5417], [0.0989, -1.9908, 2.5415], [0.0857, -2.1321, -1.2004], [-0.9796, -1.5054, -1.8167], [-4.7465, 1.8057, -3.6370], [-5.4021, 2.1611, -2.0331], [-6.3261, 1.1658, -3.1645], [-4.6499, -0.6150, -3.0782], [-5.1827, -0.2538, -1.4177], [-1.8320, 0.9485, -0.6049], [-3.1350, -0.0146, 0.1243], [-4.8799, 1.0641, 1.2642], [-5.9672, 3.1310, 2.0290], [-5.3085, 5.3043, 1.0641], [-3.5587, 5.3967, -0.6733], [-2.4719, 3.3168, -1.4438], [0.6285, 1.0939, -3.2387], [2.5849, -0.0724, -2.2136], [2.3910, -3.4409, 2.4622], [3.4472, -3.8762, 1.1115], [3.9453, -1.2057, 2.4178], [4.3012, -2.6077, 3.4052], [5.7989, -3.5416, 1.7250], [6.3381, -1.9629, 2.3149], [4.7989, -2.3570, -0.2155], [6.4814, -0.0993, 0.7738], [4.7113, -0.1331, 0.6474], [5.6977, -0.2274, -0.8098], [6.8782, -2.1995, -1.3776], [7.7619, -2.1878, 0.1596], [6.8364, -3.6187, -0.3320], [0.2785, 2.4155, 0.8453], [-1.7076, 3.2532, 2.1088], [-2.2587, -0.5803, 3.9192], [-0.0699, -3.0363, -0.6299], [-1.9801, -1.8989, -1.7386]],
  "mulliken_charge": [-0.99, -0.71, 0.65, -1.15, 0.73, -0.03, -0.99, -0.44, -1.07, -0.17, 1.41, -0.74, -0.69, -0.25, -0.94, -0.78, 0.10, 0.75, -0.82, 0.32, -1.10, -0.63, -0.90, 0.36, -0.97, -0.92, 0.30, -0.32, -0.59, -0.27, -0.34, 0.36, -0.38, -0.71, 0.72, -0.37, -0.51, 0.01, 0.35, 0.18, 0.43, 0.44, 0.41, -0.11, 0.35, 0.48, 0.43, 0.44, 0.44, 0.51, 0.50, 0.42, 0.62, 0.62, 0.40, 0.46, 0.38, 0.38, 0.26, 0.38, 0.34, 0.37, 0.37, 0.39, 0.36, 0.42, 0.40, 0.50, 0.54, 0.56]
}